Entry 1:
CuH12O6 as an isolated structure at a distorted geometry, computed with ωB97M-V with the def2-TZVPD basis set.

```
19
Properties=species:S:1:pos:R:3:lowdin_charge:R:1
Cu 0.201 0.036 -0.041 0.686
O -1.771 -0.866 -0.061 -0.005
H -2.203 -1.606 -0.469 0.100
H -2.228 -0.651 0.744 0.085
O -0.173 0.791 -1.871 0.029
H 0.368 1.082 -2.601 0.123
H -0.904 0.603 -2.435 0.102
O 0.713 -1.866 -0.852 0.002
H 0.307 -1.901 -1.728 0.098
H 0.350 -2.525 -0.242 0.097
O 2.076 0.968 -0.024 0.004
H 2.087 1.899 -0.256 0.101
H 2.723 0.810 0.689 0.121
O 0.596 -0.870 1.798 0.006
H 0.033 -1.504 2.279 0.128
H 0.987 -0.390 2.535 0.113
O -0.894 1.674 0.791 0.004
H -1.565 2.010 0.232 0.073
H -0.703 2.305 1.512 0.130
```

Calculated values
Expectation value of S²: 0.751
E_LUMO (spin up / spin down), eV: -7.30 / -10.15
Total charge: +2
2S+1: 2
HOMO level (spin up / spin down), Ha: -0.7393 / -0.7266


Entry 2:
CuH14O7 as an isolated structure, computed with ωB97M-V with the def2-TZVPD basis set.

```
22
Properties=species:S:1:pos:R:3:lowdin_charge:R:1
Cu -0.471 -0.432 -0.568 0.912
O -3.299 1.727 -3.041 -0.058
H -3.186 2.607 -2.682 0.030
H -4.242 1.644 -3.181 0.036
O 1.796 -0.324 4.299 -0.049
H 2.586 -0.855 4.190 0.031
H 1.745 0.197 3.498 0.016
O -0.284 -4.266 0.137 -0.057
H -0.093 -4.959 -0.495 0.037
H -0.016 -4.630 0.981 0.036
O 3.251 0.400 0.039 -0.056
H 3.865 1.070 0.342 0.038
H 3.739 -0.092 -0.622 0.034
O 0.841 -0.856 -3.987 -0.054
H 1.648 -0.601 -4.435 0.039
H 0.148 -0.676 -4.622 0.038
O 0.548 3.667 1.098 -0.058
H -0.155 4.302 0.967 0.031
H 1.349 4.149 0.894 0.032
O -3.042 -0.537 2.109 -0.055
H -3.081 -0.261 3.025 0.040
H -3.648 -1.275 2.055 0.036
```

Calculated values
E_LUMO, eV: -5.98
Total charge: +1
2S+1: 1
HOMO level, Ha: -0.5042


Entry 3:
F10N5Na2O20S10 as an isolated structure at a distorted geometry, computed with ωB97M-V with the def2-TZVPD basis set.

```
47
Properties=species:S:1:pos:R:3:lowdin_charge:R:1
Na -13.728 -10.970 25.139 0.459
Na -15.841 -12.035 23.449 0.647
N -15.807 -12.101 25.814 -0.347
S -15.635 -13.554 26.743 0.571
O -16.791 -14.362 26.936 -0.254
O -14.637 -13.459 27.799 -0.232
F -14.931 -14.404 25.643 -0.165
S -16.921 -11.469 26.637 0.491
O -16.537 -11.134 28.039 -0.268
O -18.247 -11.997 26.314 -0.307
F -16.966 -10.041 25.902 -0.183
N -12.449 -5.641 26.123 -0.227
S -12.648 -7.144 26.928 0.635
O -13.026 -8.264 26.083 -0.290
O -13.207 -7.140 28.291 -0.308
F -11.078 -7.336 27.386 -0.210
S -13.864 -5.271 26.305 0.377
O -14.289 -4.506 27.479 -0.329
O -14.878 -6.028 25.573 -0.314
F -13.738 -4.069 25.253 -0.244
N -8.845 -10.277 23.603 -0.232
S -9.933 -9.250 24.363 0.587
O -10.213 -8.000 23.704 -0.284
O -10.049 -9.101 25.854 -0.304
F -11.330 -10.090 24.157 -0.237
S -7.692 -9.543 24.290 0.447
O -7.445 -9.976 25.659 -0.301
O -7.369 -8.168 23.936 -0.312
F -6.506 -10.334 23.398 -0.278
N -9.553 -13.639 25.498 -0.224
S -11.037 -13.710 26.448 0.595
O -11.766 -12.435 26.470 -0.305
O -11.112 -14.554 27.610 -0.275
F -11.781 -14.435 25.205 -0.240
S -8.769 -13.230 26.771 0.400
O -8.301 -14.310 27.597 -0.327
O -8.945 -11.946 27.440 -0.279
F -7.429 -12.832 25.933 -0.239
N -14.138 -10.423 22.947 -0.360
S -13.562 -10.597 21.577 0.483
O -12.104 -10.432 21.527 -0.260
O -14.220 -10.325 20.313 -0.276
F -13.483 -12.298 21.682 -0.266
S -14.420 -8.724 22.793 0.712
O -15.348 -8.220 21.730 -0.289
O -13.272 -7.938 23.270 -0.213
F -15.520 -8.664 24.056 -0.227
```

Calculated values
E_LUMO, eV: 3.75
Total charge: -3
2S+1: 1
HOMO level, Ha: -0.0855


In order of appearance, E = -57103.2903; -59190.8700; -192755.0745 eV.